Entry 1:
Computed, not measured: 2 unconnected molecules or ions with the total composition C4H12NO3 in a non-equilibrium geometry, with the ωB97M-V functional and the def2-TZVPD basis.

As for the total charge: +1. The value obtained for the energy relative to the best compared isomer or geometry (same formula, charge and spin) is 2.4528 eV. For the total energy, the calculation gives -439.78440 hartree. The molar mass comes out at 122.14 g/mol. The HOMO energy is -14.65 eV.

Element x y z (Å)
O (2.07751, -0.07917, 1.14275)
C (1.44365, 0.17289, 0.02793)
C (0.46043, -0.87763, -0.25046)
N (-1.05444, -0.48093, 0.35571)
C (-0.93490, -0.01199, 1.87339)
C (0.28609, -1.24507, -1.70126)
O (1.88542, 1.07966, -0.66208)
H (2.56462, 0.72485, 1.36754)
H (0.90962, -1.84000, 0.08021)
H (-1.63623, -1.31322, 0.20870)
H (-1.52387, 0.30902, 0.03289)
H (-1.98698, 0.14890, 2.27057)
H (-0.69639, 1.08681, 1.98047)
H (-0.35856, -0.64328, 2.58497)
H (-0.17347, -2.24825, -1.74270)
H (-0.44950, -0.65853, -2.18042)
H (1.30796, -1.03446, -2.23825)
H (0.04295, 2.60346, -0.94622)
H (-1.48685, 2.40857, -1.30118)
O (-0.67704, 1.89836, -0.90255)



Entry 2:
Computed, not measured: a molecular structure, C5H6LiNiO4 in a non-equilibrium geometry, with the ωB97M-V functional and the def2-TZVPD basis.

As for the total charge: +2. The value obtained for the energy relative to the best compared isomer or geometry (same formula, charge and spin) is 0.0000 eV. For the total energy, the calculation gives -2010.22757 hartree. The expectation value of S² is 3.774. The molar mass comes out at 195.73 g/mol. As for the spin multiplicity: 4. The HOMO energy (alpha / beta) is -15.88 / -17.29 eV.

Element x y z (Å)
O (2.65100, 0.29553, 1.29914)
C (1.43485, 0.33783, 1.45974)
O (0.77377, -0.11069, 2.42543)
O (0.73760, 0.87508, 0.39611)
C (-0.59082, 1.09288, 0.48612)
C (-1.42663, 0.90935, -0.56303)
Li (4.11035, -0.33031, 2.18590)
H (-0.95880, 1.32579, 1.48882)
H (-1.01590, 0.79907, -1.56775)
H (-2.43992, 1.29734, -0.43156)
Ni (-0.45997, -1.23970, 3.04428)
C (-1.95929, -1.40421, -0.30280)
C (-2.72987, -1.47850, 0.90258)
O (-2.21941, -1.55327, 2.03301)
H (-0.91557, -1.72245, -0.26666)
H (-3.81125, -1.27535, 0.83673)
H (-2.50042, -1.47100, -1.24849)



Entry 3:
Computed, not measured: a molecular structure, C45H59F6Ge2MgNO6S2Se, with the ωB97M-V functional and the def2-TZVPD basis.

As for the total charge: -1. The value obtained for the energy relative to the best compared isomer or geometry (same formula, charge and spin) is 0.0000 eV. For the total energy, the calculation gives -10407.50113 hartree. The expectation value of S² is 0.754. The molar mass comes out at 1136.58 g/mol. As for the spin multiplicity: 2. The HOMO energy (alpha / beta) is -4.73 / -4.77 eV.

Element x y z (Å)
Mg (0.11458, -0.03254, -0.19539)
C (0.17850, -1.19636, 7.36448)
C (-0.94057, -0.26802, 6.86845)
C (-2.28372, -1.00635, 6.96061)
C (-1.00038, 0.94461, 7.79744)
C (-0.67195, 0.13075, 5.41942)
C (-0.59612, -0.84193, 4.43289)
C (-0.35163, -0.50986, 3.11103)
Se (-0.10757, -1.93215, 1.85010)
C (1.81893, -1.89420, 1.89493)
C (2.44420, -2.54168, 2.94162)
C (3.82000, -2.46081, 3.11703)
C (4.50882, -1.64227, 2.22910)
C (3.91273, -0.93542, 1.18596)
C (2.53004, -1.13628, 0.92960)
O (1.94966, -0.65100, -0.13464)
C (4.78842, 0.01010, 0.34480)
C (5.71101, 0.83983, 1.25912)
C (5.64410, -0.82120, -0.62138)
C (3.99331, 1.03339, -0.47689)
C (4.48512, -3.21974, 4.26347)
C (3.88800, -2.76296, 5.60319)
C (4.24526, -4.72703, 4.09626)
C (5.99487, -2.98099, 4.31377)
C (-0.18044, 0.82940, 2.68233)
O (-0.02818, 1.13268, 1.41289)
C (-0.20810, 1.82423, 3.69674)
C (-0.45362, 1.44352, 5.01206)
C (0.03916, 3.29160, 3.34613)
C (0.06437, 4.19450, 4.58430)
C (-1.08576, 3.79740, 2.43603)
C (1.39963, 3.43720, 2.64786)
H (0.00351, -1.49000, 8.40466)
H (0.23531, -2.10542, 6.76238)
H (1.14898, -0.69865, 7.30243)
H (-2.48738, -1.30689, 7.99350)
H (-3.10088, -0.36494, 6.62084)
H (-2.28563, -1.90514, 6.34128)
H (-1.21455, 0.61451, 8.81715)
H (-0.05137, 1.48648, 7.81466)
H (-1.78564, 1.64328, 7.49706)
H (-0.71085, -1.89114, 4.68267)
H (1.83561, -3.11615, 3.63194)
H (5.57744, -1.53968, 2.35132)
H (6.41959, 0.23226, 1.82087)
H (6.29274, 1.53896, 0.65138)
H (5.12113, 1.41851, 1.97448)
H (6.29023, -1.51580, -0.07786)
H (5.00475, -1.40151, -1.29017)
H (6.27652, -0.16925, -1.23351)
H (3.29721, 1.59109, 0.15676)
H (4.70269, 1.74431, -0.91204)
H (3.42397, 0.57349, -1.27812)
H (2.81321, -2.94963, 5.64731)
H (4.35794, -3.29816, 6.43510)
H (4.04220, -1.69121, 5.74889)
H (3.17825, -4.95788, 4.09016)
H (4.66578, -5.08231, 3.15282)
H (4.70944, -5.28475, 4.91644)
H (6.22854, -1.92377, 4.46240)
H (6.42879, -3.54101, 5.14624)
H (6.48444, -3.31195, 3.39452)
H (-0.47986, 2.21968, 5.76439)
H (-0.88685, 4.18556, 5.12317)
H (0.85932, 3.91321, 5.28007)
H (0.25191, 5.22245, 4.26343)
H (-2.06261, 3.64123, 2.90434)
H (-0.96378, 4.86791, 2.24678)
H (-1.07611, 3.26601, 1.48589)
H (2.20627, 3.14265, 3.32514)
H (1.45521, 2.80931, 1.76012)
H (1.56322, 4.48018, 2.35545)
F (-2.29439, -3.80248, -2.33281)
C (-1.24517, -3.38887, -3.03918)
F (-1.67473, -2.62802, -4.03830)
F (-0.62080, -4.44929, -3.54233)
S (-0.10289, -2.45043, -1.93623)
O (-0.98068, -1.45709, -1.33220)
O (0.47356, -3.43047, -1.08415)
N (0.90345, -1.82790, -2.93971)
S (1.18274, -0.31738, -3.20035)
O (0.53778, 0.58007, -2.25670)
O (2.54763, -0.08534, -3.51705)
C (0.29415, -0.01076, -4.78554)
F (-1.01695, -0.11822, -4.63468)
F (0.69861, -0.88138, -5.70868)
F (0.57716, 1.22085, -5.21728)
C (-2.85026, 5.26718, -2.00166)
Ge (-1.31802, 4.06279, -1.66614)
C (-0.35552, 3.83728, -3.35926)
C (-0.06067, 5.00269, -0.49783)
Ge (-2.17428, 1.93069, -0.85069)
C (-3.23138, 1.02371, -2.23203)
C (-3.42700, 1.55133, -3.50554)
C (-4.21000, 0.89059, -4.44388)
C (-4.80275, -0.32100, -4.12362)
C (-4.61779, -0.86228, -2.85640)
C (-3.84587, -0.19177, -1.92234)
C (-3.34756, 1.98698, 0.73432)
C (-4.27283, 3.01727, 0.90472)
C (-5.07588, 3.07448, 2.03661)
C (-4.97147, 2.09306, 3.01318)
C (-4.07379, 1.04878, 2.84507)
C (-3.27456, 0.99825, 1.71197)
H (-2.45913, 6.19773, -2.42433)
H (-3.38175, 5.51457, -1.08088)
H (-3.56073, 4.83827, -2.71035)
H (0.03957, 4.82297, -3.62165)
H (-0.97695, 3.48903, -4.18299)
H (0.48047, 3.15017, -3.24407)
H (0.39704, 5.79430, -1.09713)
H (0.72821, 4.34468, -0.13109)
H (-0.55177, 5.45422, 0.35977)
H (-2.96691, 2.49449, -3.78568)
H (-4.34681, 1.32194, -5.42844)
H (-5.40499, -0.84465, -4.85666)
H (-5.07168, -1.81168, -2.59762)
H (-3.71060, -0.62926, -0.93894)
H (-4.37093, 3.79494, 0.15207)
H (-5.77947, 3.89047, 2.15829)
H (-5.59065, 2.14100, 3.90131)
H (-3.97602, 0.27844, 3.60178)
H (-2.56874, 0.18679, 1.60993)